Record 1
This record from the Open Molecules 2025 dataset describes a single C4H4N2O molecule in a non-equilibrium geometry. The level of theory is ωB97M-V/def2-TZVPD.

Geometry as ORCA input:
```
! RIJCOSX wB97M-V def2-TZVPD def2/J DEFGRID3
* xyz 0 1
C 1.245 -0.008 0.116
C -0.694 1.156 0.126
C -1.474 -0.053 -0.170
C -0.793 -1.240 -0.047
H 2.973 0.468 -0.073
H -1.074 2.341 0.303
H -2.625 -0.228 -0.222
H -1.168 -2.217 -0.436
N 2.446 -0.319 -0.268
N 0.654 1.269 0.138
O 0.510 -1.168 0.534
*
```

The value obtained for the total energy is -339.4671 a.u. Its SMILES is [H]/N=c1\nccco1. The maximum force is 0.0926 hartree/bohr. The highest occupied orbital energy is -9.4525 eV. The energy relative to the best compared isomer or geometry (same formula, charge and spin) comes out at 300.9 kJ/mol.

---

Record 2
This record from the Open Molecules 2025 dataset describes a single C4H4N2O molecule. The level of theory is ωB97M-V/def2-TZVPD.

Geometry as ORCA input:
```
! RIJCOSX wB97M-V def2-TZVPD def2/J DEFGRID3
* xyz 0 1
O -1.925 1.710 -0.788
C -1.055 0.880 -0.618
C -1.229 -0.310 0.246
C -0.135 -0.880 0.783
N 1.116 -0.440 0.388
C 1.215 0.436 -0.661
N 0.222 1.027 -1.216
H -2.233 -0.620 0.519
H -0.150 -1.681 1.518
H 1.950 -0.758 0.851
H 2.225 0.637 -1.023
*
```

The value obtained for the total energy is -339.5728 a.u. Its SMILES is O=c1cc[nH]cn1. The maximum force is 0.0110 hartree/bohr. The highest occupied orbital energy is -9.3494 eV. The energy relative to the best compared isomer or geometry (same formula, charge and spin) comes out at 23.4 kJ/mol.

---

Record 3
This record from the Open Molecules 2025 dataset describes a single C4H4N2O2 molecule in a non-equilibrium geometry. The level of theory is ωB97M-V/def2-TZVPD.

Geometry as ORCA input:
```
! RIJCOSX wB97M-V def2-TZVPD def2/J DEFGRID3
* xyz 0 1
C 0.299 -0.085 -0.060
C -1.637 1.124 1.313
C 1.616 -0.607 0.001
C 2.578 -1.214 0.444
H 0.242 -0.723 -2.837
H 0.316 1.003 1.799
H -1.708 1.705 2.219
H 3.596 -1.425 0.661
N -0.287 -0.075 -1.172
N -0.327 0.751 1.064
O 0.657 -0.920 -2.005
O -2.567 0.846 0.596
*
```

The value obtained for the total energy is -414.6526 a.u. Its SMILES is C#C/C(=N\O)NC=O. The maximum force is 0.0781 hartree/bohr. The highest occupied orbital energy is -9.8037 eV. The energy relative to the best compared isomer or geometry (same formula, charge and spin) comes out at 508.2 kJ/mol.

---

Record 4
This record from the Open Molecules 2025 dataset describes a single C4H4N2O2 molecule in a non-equilibrium geometry. The level of theory is ωB97M-V/def2-TZVPD.

Geometry as ORCA input:
```
! RIJCOSX wB97M-V def2-TZVPD def2/J DEFGRID3
* xyz 0 1
C 1.192 -0.817 -0.157
C -1.309 -0.637 -0.181
C -0.757 0.688 0.183
C 0.686 0.549 0.273
H -0.152 -2.510 -0.669
H -1.401 1.414 0.835
H 0.423 2.518 -0.278
H 1.293 0.753 1.274
N -0.042 -1.298 -0.571
N 0.231 1.625 -0.783
O 2.311 -1.221 0.042
O -2.476 -1.065 0.031
*
```

The value obtained for the total energy is -414.7029 a.u. Its SMILES is O=C1NC(=O)[C@@H]2N[C@H]12. The maximum force is 0.1758 hartree/bohr. The highest occupied orbital energy is -10.4770 eV. The energy relative to the best compared isomer or geometry (same formula, charge and spin) comes out at 376.1 kJ/mol.

---

Record 5
This record from the Open Molecules 2025 dataset describes 2 unconnected molecules or ions with the total composition C4H4N2O2 in a non-equilibrium geometry. The level of theory is ωB97M-V/def2-TZVPD.

Geometry as ORCA input:
```
! RIJCOSX wB97M-V def2-TZVPD def2/J DEFGRID3
* xyz 0 1
C 1.730 -2.220 -1.007
C -1.278 0.435 0.259
C 1.759 -0.180 0.321
C -1.948 1.645 0.487
N 2.109 -1.018 -0.452
N -0.740 -0.543 0.090
O 2.599 -2.878 -1.568
O 1.617 0.765 0.950
H 0.651 -2.274 -0.828
H -2.576 1.875 1.487
H -2.749 1.863 -0.359
H -1.173 2.529 0.620
*
```

The value obtained for the total energy is -414.7673 a.u. Its SMILES is O=C=NC=O.CC#N. The maximum force is 0.1123 hartree/bohr. The highest occupied orbital energy is -10.5895 eV. The energy relative to the best compared isomer or geometry (same formula, charge and spin) comes out at 207.1 kJ/mol.

---

Record 6
This record from the Open Molecules 2025 dataset describes a single C4H4N2O2 molecule in a non-equilibrium geometry. The level of theory is ωB97M-V/def2-TZVPD.

Geometry as ORCA input:
```
! RIJCOSX wB97M-V def2-TZVPD def2/J DEFGRID3
* xyz 0 1
C -0.198 1.349 0.283
C -1.114 0.699 -0.478
C -0.839 -1.492 0.374
C 1.665 -0.167 -0.470
H -0.475 2.388 1.011
H -2.113 1.366 -0.599
H -1.483 -1.581 1.237
H 2.556 0.102 -1.136
N 0.503 -1.586 0.566
N 1.340 -1.400 -0.425
O 1.364 1.040 0.274
O -1.206 -0.717 -0.637
*
```

The value obtained for the total energy is -414.5817 a.u. Its SMILES is c1cocnnco1. The maximum force is 0.1446 hartree/bohr. The highest occupied orbital energy is -9.5014 eV. The energy relative to the best compared isomer or geometry (same formula, charge and spin) comes out at 694.3 kJ/mol.

---

Record 7
This record from the Open Molecules 2025 dataset describes a single C4H4N2O2 molecule in a non-equilibrium geometry. The level of theory is ωB97M-V/def2-TZVPD.

Geometry as ORCA input:
```
! RIJCOSX wB97M-V def2-TZVPD def2/J DEFGRID3
* xyz 0 1
C -1.281 -0.280 -0.090
C 0.880 -0.444 -0.207
C 1.157 0.979 0.065
C 0.020 1.691 0.004
H -2.089 -1.844 -0.063
H 1.530 -2.212 -0.071
H 2.248 1.470 0.307
H -0.489 2.740 0.057
N -0.229 -1.121 -0.001
N 1.929 -1.199 0.022
O -2.442 -0.811 0.107
O -1.232 1.031 -0.130
*
```

The value obtained for the total energy is -414.7013 a.u. Its SMILES is [H]/N=c1/ccoc(O)n1. The maximum force is 0.1635 hartree/bohr. The highest occupied orbital energy is -8.6194 eV. The energy relative to the best compared isomer or geometry (same formula, charge and spin) comes out at 380.4 kJ/mol.

---

Record 8
This record from the Open Molecules 2025 dataset describes a molecular structure, C4H4N2O2 in a non-equilibrium geometry. The level of theory is ωB97M-V/def2-TZVPD.

Geometry as ORCA input:
```
! RIJCOSX wB97M-V def2-TZVPD def2/J DEFGRID3
* xyz 0 1
C -0.151 -0.403 1.377
C 0.886 -0.705 0.423
C 2.204 -0.227 -0.492
C 0.320 0.026 -0.780
H -2.862 -0.338 0.484
H -0.090 -0.352 2.626
H 2.828 -0.988 -0.979
H 2.934 0.506 -0.029
N -1.173 0.050 0.561
N -0.878 0.444 -0.592
O -2.408 0.423 0.878
O 1.407 0.273 -1.510
*
```

The value obtained for the total energy is -414.5652 a.u. The maximum force is 0.1151 hartree/bohr. The highest occupied orbital energy is -8.6656 eV. The energy relative to the best compared isomer or geometry (same formula, charge and spin) comes out at 737.8 kJ/mol.

---

Record 9
This record from the Open Molecules 2025 dataset describes a single C4H4N2O2 molecule in a non-equilibrium geometry. The level of theory is ωB97M-V/def2-TZVPD.

Geometry as ORCA input:
```
! RIJCOSX wB97M-V def2-TZVPD def2/J DEFGRID3
* xyz 0 1
C 0.821 -0.061 0.497
C 0.373 -1.264 0.168
C 0.219 1.135 0.134
C -1.296 0.793 -0.724
N 0.693 2.231 0.383
N -1.650 -0.468 -0.745
O -1.998 1.693 -1.176
O -0.819 -1.583 -0.482
H 1.671 -0.136 1.229
H 0.895 -2.104 0.267
H 0.355 3.097 0.063
H -2.445 -0.858 -1.379
*
```

The value obtained for the total energy is -414.6892 a.u. Its SMILES is [H]/N=c1/cco[nH]c1=O. The maximum force is 0.0935 hartree/bohr. The highest occupied orbital energy is -9.2702 eV. The energy relative to the best compared isomer or geometry (same formula, charge and spin) comes out at 412.1 kJ/mol.

---

Record 10
This record from the Open Molecules 2025 dataset describes a single C4H4N2O2 molecule. The level of theory is ωB97M-V/def2-TZVPD.

Geometry as ORCA input:
```
! RIJCOSX wB97M-V def2-TZVPD def2/J DEFGRID3
* xyz 0 1
C 1.256 -0.119 -0.006
C 0.463 -1.229 -0.048
C -0.917 -0.796 -0.007
C -0.844 0.766 0.013
H 3.030 0.797 0.385
H 3.137 -0.862 -0.042
H 0.823 -2.251 -0.045
H 0.888 1.945 -0.242
N 2.605 -0.010 -0.069
N 0.532 1.067 0.126
O -1.963 -1.406 0.047
O -1.735 1.560 -0.068
*
```

The value obtained for the total energy is -414.8269 a.u. Its SMILES is NC1=CC(=O)C(=O)N1. The maximum force is 0.0116 hartree/bohr. The highest occupied orbital energy is -9.0330 eV. The energy relative to the best compared isomer or geometry (same formula, charge and spin) comes out at 50.5 kJ/mol.